The following is a DFT calculation (ωB97M-V/def2-TZVPD) of a 11-piece molecular cluster, C52H137N11O15 overall at a distorted geometry.

Atoms and positions in Å:
1 C 6.91352 16.61363 14.11208
2 O 7.39535 15.64796 15.08104
3 C 6.77595 15.90903 16.35705
4 C 7.05552 14.72307 17.26735
5 C 8.54843 14.59461 17.59098
6 N 6.50426 13.57592 16.57509
7 H 7.36679 16.41782 13.14700
8 H 7.19054 17.59542 14.47643
9 H 5.81302 16.56104 13.98304
10 H 7.13715 16.82832 16.82058
11 H 5.67549 15.95249 16.28658
12 H 6.55307 14.89415 18.21124
13 H 8.65561 13.79707 18.34574
14 H 9.03345 15.45151 17.99033
15 H 9.08911 14.24599 16.70688
16 H 7.03966 13.48402 15.71369
17 H 6.70527 12.70845 17.07920
18 C 15.45212 20.00924 20.31030
19 O 15.05392 21.38040 20.38691
20 C 13.65536 21.54949 20.27151
21 C 13.21734 22.98125 20.30357
22 C 13.89906 23.77722 19.18013
23 N 13.50350 23.60964 21.61430
24 H 15.33400 19.64966 19.28089
25 H 14.90227 19.33919 20.92994
26 H 16.51225 20.01270 20.57967
27 H 13.30068 21.05834 19.34974
28 H 13.16724 21.01124 21.06698
29 H 12.12592 23.06361 20.14171
30 H 13.46321 23.52691 18.22160
31 H 14.97391 23.54992 19.22215
32 H 13.70905 24.82100 19.42225
33 H 12.85292 23.18705 22.29561
34 H 14.42639 23.35838 21.93030
35 C 11.55944 12.16422 15.72266
36 O 10.98988 10.87008 15.96842
37 C 10.72774 10.21984 14.73067
38 C 9.36919 9.43525 14.88544
39 C 8.27790 10.46159 14.96132
40 N 9.39475 8.42766 15.93391
41 H 12.37562 12.19990 15.03020
42 H 11.85483 12.61081 16.67176
43 H 10.81166 12.84165 15.32037
44 H 10.70855 10.97121 13.92922
45 H 11.51735 9.52525 14.42315
46 H 9.41858 8.91961 13.92351
47 H 8.34657 11.11348 15.87062
48 H 7.28449 10.01549 14.98466
49 H 8.36120 11.11998 14.06666
50 H 9.41598 8.94067 16.81947
51 H 10.25918 7.87666 15.92834
52 C 17.03618 17.09796 19.12969
53 O 15.98949 17.03260 20.09406
54 C 16.07526 15.92384 20.91510
55 C 14.88796 15.84808 21.83928
56 C 15.01816 16.90617 22.94335
57 N 14.85210 14.50381 22.47281
58 H 16.90255 16.33176 18.33400
59 H 18.00526 16.94461 19.60354
60 H 17.04374 18.07937 18.69445
61 H 16.07345 14.98872 20.35343
62 H 17.00816 15.86035 21.50250
63 H 14.01961 15.91747 21.17339
64 H 14.32128 16.69948 23.76696
65 H 14.81864 17.91520 22.53207
66 H 16.01656 16.82692 23.37855
67 H 15.01022 13.70214 21.89033
68 H 14.00114 14.37627 22.99239
69 C 14.25905 16.99883 9.39907
70 O 13.87788 16.74215 10.74469
71 C 14.42661 15.56957 11.35806
72 C 14.03992 15.61431 12.83443
73 C 15.13724 16.20981 13.68847
74 N 13.80326 14.22539 13.37046
75 H 13.64942 16.39053 8.69374
76 H 15.34956 16.81133 9.24398
77 H 14.09535 18.06256 9.21753
78 H 14.00934 14.69807 10.82766
79 H 15.48206 15.45188 11.15165
80 H 13.12981 16.20272 12.74612
81 H 16.09815 15.66086 13.64096
82 H 14.77734 16.06052 14.69516
83 H 15.21557 17.27358 13.52702
84 H 13.19791 13.73842 12.69084
85 H 13.33060 14.27850 14.26429
86 C 10.72897 15.58174 14.39603
87 O 11.71480 15.30204 15.37156
88 C 11.96294 16.42831 16.23694
89 C 12.82263 16.11625 17.39945
90 C 12.06040 15.30226 18.46514
91 N 13.20846 17.44386 18.01336
92 H 10.85205 14.82255 13.62775
93 H 10.87104 16.56001 13.94449
94 H 9.70953 15.50849 14.75307
95 H 12.46778 17.21116 15.62346
96 H 11.02079 16.86719 16.54836
97 H 13.65804 15.47177 17.17403
98 H 11.63626 14.41730 17.95466
99 H 11.31124 15.91526 18.96400
100 H 12.77737 14.93578 19.20147
101 H 13.82506 17.14710 18.76751
102 H 13.69597 18.02170 17.37110
103 C 11.21603 13.16729 21.75789
104 O 10.62369 11.93898 21.38173
105 C 9.70504 11.99898 20.36957
106 C 9.31516 10.60902 19.86705
107 C 10.57834 9.78855 19.70342
108 N 8.61314 10.67429 18.55455
109 H 11.59333 13.08752 22.79253
110 H 10.47421 13.97853 21.72642
111 H 12.04899 13.43206 21.05989
112 H 8.76740 12.58335 20.67423
113 H 10.10698 12.53364 19.46342
114 H 8.62554 10.10999 20.57912
115 H 10.26127 8.76118 19.51178
116 H 11.18745 9.77166 20.62813
117 H 11.15792 10.11592 18.83016
118 H 7.65526 10.96097 18.67404
119 H 9.03679 11.26203 17.84945
120 C 16.88962 18.77959 15.36778
121 O 15.56999 19.02344 15.75371
122 C 15.12882 20.15802 15.05719
123 C 13.61724 20.40748 15.27850
124 N 13.33246 20.88298 16.64956
125 C 11.87241 21.19600 16.78375
126 C 10.86225 20.02553 16.71796
127 O 9.54065 20.50246 16.98721
128 C 8.59369 19.44803 16.96119
129 H 17.18995 17.77637 15.69586
130 H 17.56970 19.53113 15.69479
131 H 16.97109 18.87315 14.28838
132 H 15.22354 20.03934 13.96248
133 H 15.70766 21.02306 15.29390
134 H 13.10318 19.42552 15.09952
135 H 13.22230 21.06102 14.49612
136 H 13.53422 20.16684 17.31693
137 H 11.63750 21.95652 16.06239
138 H 11.75947 21.61287 17.78549
139 H 11.25851 19.24375 17.38089
140 H 10.87224 19.55827 15.73954
141 H 8.82226 18.66740 17.67239
142 H 8.61265 18.99095 15.97763
143 H 7.60516 19.88583 17.11354
144 C 13.76416 24.05411 11.46486
145 O 13.43399 22.67459 11.16300
146 C 14.31516 21.72899 11.63157
147 C 13.71212 20.33771 11.44815
148 N 12.46860 20.20476 12.16049
149 C 11.62876 19.06548 11.75724
150 C 10.45715 19.00974 12.66986
151 O 9.61833 20.16260 12.48215
152 C 8.61979 20.30288 13.49138
153 H 13.92590 24.06344 12.54801
154 H 12.85997 24.58267 11.10272
155 H 14.72024 24.31904 10.98915
156 H 14.64374 21.91138 12.67850
157 H 15.21051 21.68289 10.99026
158 H 14.45309 19.58971 11.77257
159 H 13.60693 20.18601 10.35111
160 H 11.99696 21.10543 12.20155
161 H 12.20318 18.13451 11.78476
162 H 11.14745 19.14875 10.75878
163 H 10.77101 18.93858 13.72967
164 H 9.87345 18.10999 12.42164
165 H 9.07766 20.75813 14.36118
166 H 8.12935 19.36796 13.70320
167 H 7.91879 21.00038 13.03712
168 C 12.38717 13.82596 25.77025
169 O 13.23701 12.97975 25.02002
170 C 13.22848 11.65051 25.57011
171 C 14.57296 10.92362 25.25139
172 N 14.91128 10.93906 23.82646
173 C 13.87076 10.32960 23.02492
174 C 14.35771 10.16414 21.61312
175 O 14.41176 11.49924 21.07725
176 C 14.78152 11.46662 19.72100
177 H 11.36569 13.40249 25.88974
178 H 12.34558 14.77451 25.19943
179 H 12.84378 14.07050 26.74286
180 H 12.37781 11.11348 25.14363
181 H 13.01466 11.69668 26.66039
182 H 14.48455 9.84614 25.53970
183 H 15.44182 11.36234 25.72560
184 H 15.05713 11.91202 23.57425
185 H 12.90348 10.84743 22.90150
186 H 13.59539 9.33980 23.37528
187 H 13.69710 9.48855 21.02007
188 H 15.37871 9.72002 21.65698
189 H 14.01315 10.94776 19.11250
190 H 15.77054 10.99140 19.58384
191 H 14.76640 12.50162 19.40816
192 C 9.79833 16.10643 23.85950
193 O 9.75006 16.83202 22.64535
194 C 11.02981 17.28822 22.27326
195 C 10.92699 18.33427 21.13779
196 N 10.49480 19.55953 21.64971
197 C 10.13173 20.42886 20.52813
198 C 9.63590 21.81908 20.92261
199 O 8.48692 21.71432 21.71405
200 C 8.25586 22.83388 22.49825
201 H 8.86984 15.50638 23.87661
202 H 9.83676 16.78236 24.72879
203 H 10.67199 15.46003 23.88719
204 H 11.67076 16.42086 22.00839
205 H 11.53377 17.75261 23.15414
206 H 10.23541 17.84135 20.40284
207 H 11.91907 18.33879 20.66469
208 H 9.70975 19.34393 22.25905
209 H 9.40391 19.89874 19.92964
210 H 10.96141 20.44563 19.85568
211 H 9.44029 22.43138 20.02646
212 H 10.41565 22.30780 21.49149
213 H 8.01855 23.66915 21.87726
214 H 9.09207 23.10815 23.14414
215 H 7.40213 22.62675 23.12325

Values from the calculation:
Total charge: 0
Max |F|: 0.070 hartree/bohr
Total energy: -3794.00521 Ha
Spin multiplicity: 1
Relative energy (zero: lowest compared OMol25 entry of this formula, charge and spin): 0.00 kcal/mol